Density functional theory data (the ωB97M-V functional and the def2-TZVPD basis) for C23H24Ge2N2O4PmSe as an isolated structure.

```
57
Properties=species:S:1:pos:R:3:forces:R:3
Pm 7.572 -12.620 11.686 0.38 -0.92 0.11
O 8.394 -16.539 13.812 -0.64 -1.01 -0.20
C 7.886 -15.576 13.105 0.38 -1.15 -0.38
O 8.193 -14.405 13.243 0.00 1.19 0.15
C 7.010 -16.017 11.967 0.09 2.37 -0.48
C 6.763 -17.277 11.537 0.76 -0.26 1.90
C 6.161 -17.493 10.306 0.60 -1.43 -0.19
C 5.875 -16.437 9.527 -1.35 0.68 -0.50
C 5.997 -15.120 10.083 0.20 -0.08 0.01
N 6.627 -14.897 11.254 0.40 -1.27 1.08
C 5.547 -13.951 9.497 -0.94 1.14 -1.82
O 4.948 -13.877 8.291 -0.25 -0.95 0.02
O 5.728 -12.745 10.063 0.47 -1.10 0.09
H 9.022 -16.333 14.512 0.16 0.63 0.11
H 7.084 -18.087 12.177 -0.04 -0.16 -0.16
H 6.097 -18.550 10.031 -0.39 0.57 -0.43
H 5.385 -16.601 8.567 0.33 0.13 0.11
H 4.729 -14.760 7.871 0.49 1.34 0.85
Se 9.080 -13.674 9.463 0.26 0.01 -0.42
C 9.219 -11.915 9.837 0.42 -0.11 0.21
N 9.112 -10.922 10.447 -0.26 0.01 0.02
C 1.089 -10.949 11.467 0.01 0.01 1.18
Ge 2.274 -12.244 10.555 -0.83 0.87 0.12
C 1.699 -12.335 8.701 -0.16 -0.66 0.77
C 2.497 -13.937 11.537 -0.97 -0.83 -0.24
Ge 4.522 -11.234 10.374 0.52 0.01 1.32
C 5.165 -9.917 9.130 -1.33 -0.37 0.66
C 4.208 -9.003 8.705 -0.98 -0.30 0.02
C 4.490 -8.262 7.570 -0.34 0.69 -0.26
C 5.689 -8.388 6.887 0.40 -0.28 -0.01
C 6.631 -9.329 7.343 0.04 0.57 -1.67
C 6.344 -10.084 8.443 0.79 -0.85 0.71
C 5.540 -11.030 12.194 -1.73 -0.44 -0.92
C 6.497 -10.045 12.341 0.63 0.27 -0.45
C 7.428 -10.083 13.376 0.05 0.55 0.97
C 7.334 -11.056 14.378 0.36 0.69 0.36
C 6.270 -11.926 14.286 -0.84 -1.89 1.87
C 5.392 -11.981 13.234 0.05 0.88 -1.24
H 0.026 -11.214 11.402 0.29 -0.46 -0.03
H 1.094 -9.938 11.078 0.46 0.15 -0.40
H 1.328 -10.844 12.550 -0.14 -0.21 -0.66
H 0.751 -12.871 8.653 0.03 0.01 -0.12
H 2.458 -12.861 8.176 0.45 -0.62 -0.75
H 1.600 -11.372 8.250 -0.15 0.74 -0.10
H 1.537 -14.569 11.427 1.53 0.99 0.21
H 2.674 -13.746 12.601 -0.26 0.02 -0.14
H 3.354 -14.525 11.178 -0.34 0.11 -0.07
H 3.180 -8.979 9.167 1.26 0.20 -0.48
H 3.742 -7.596 7.164 -0.07 0.12 0.09
H 5.849 -7.790 5.973 0.03 -0.50 0.62
H 7.499 -9.570 6.716 -0.17 0.35 0.50
H 7.022 -10.863 8.799 -0.01 0.26 -0.43
H 6.620 -9.271 11.588 -0.13 -0.06 0.00
H 8.096 -9.238 13.476 0.41 -0.27 -0.11
H 7.959 -11.092 15.297 -0.27 0.21 -1.03
H 6.031 -12.620 15.112 0.61 0.35 -0.38
H 4.666 -12.778 13.182 -0.25 0.04 0.02
```
Forces are in eV/Å.

Properties
- LUMO energy (alpha / beta): -0.2427 / -0.2509 Ha
- Electronic energy: -8464.51721 a.u.
- Multiplicity: 6
- Charge: +2

Atom charges from the Löwdin analysis, given in e for atoms 1 to 5: 1.70 0.22 -0.43 -0.03 -0.15

=====

Density functional theory data (the ωB97M-V functional and the def2-TZVPD basis) for C23H24IMoN4O2S as an isolated structure.

```
56
Properties=species:S:1:pos:R:3:forces:R:3
Mo -0.680 -0.876 -0.373 -1.09 0.38 1.20
C -0.742 3.878 0.194 0.00 0.00 -0.03
C 0.500 3.138 0.582 0.15 -0.06 0.06
N 1.537 3.870 0.962 -0.07 -0.06 -0.01
C 2.655 3.315 1.422 0.14 0.00 0.04
C 2.816 1.946 1.584 -0.04 0.03 -0.08
C 4.077 1.388 2.200 0.02 0.03 0.03
O 5.027 2.413 2.234 0.03 -0.02 0.06
C 1.754 1.134 1.142 -0.16 0.09 -0.02
C 1.729 -0.248 1.471 0.00 -0.03 -0.09
N 0.847 -1.129 1.083 0.12 -0.18 0.03
C 0.880 -2.409 1.757 -0.06 0.16 -0.02
C 2.044 -3.154 1.891 -0.03 -0.01 0.04
C 2.009 -4.349 2.600 0.00 0.00 0.01
C 0.824 -4.801 3.167 0.05 -0.01 -0.01
C -0.350 -4.070 3.026 -0.05 0.03 0.00
C -0.300 -2.883 2.317 0.12 -0.11 0.02
I -1.983 -1.676 2.036 0.00 0.06 -0.05
C 0.600 1.737 0.593 0.11 0.12 0.07
O -0.430 1.003 0.142 0.29 -0.52 -0.57
H -0.463 4.794 -0.324 -0.01 0.01 0.00
H -1.412 3.285 -0.423 0.02 0.28 0.34
H -1.292 4.166 1.092 0.02 0.00 0.01
H 3.457 3.985 1.698 -0.01 0.01 -0.01
H 3.844 1.020 3.210 -0.01 -0.01 0.00
H 4.437 0.537 1.606 0.00 0.00 0.00
H 5.742 2.195 2.845 -0.03 0.01 -0.06
H 2.472 -0.605 2.180 -0.01 0.02 0.01
H 2.972 -2.808 1.449 0.00 0.00 0.00
H 2.914 -4.931 2.710 0.00 0.00 0.00
H 0.809 -5.729 3.723 -0.01 0.00 0.00
H -1.271 -4.423 3.472 0.00 0.01 -0.01
C -1.562 -1.628 -2.569 -0.09 0.05 -0.03
C -0.275 -1.111 -2.747 0.20 0.06 -0.30
C 0.803 -1.702 -2.067 0.23 0.09 -0.23
C 0.579 -2.809 -1.238 0.02 -0.07 0.04
C -0.724 -3.289 -1.012 0.24 -0.11 0.00
C -1.796 -2.680 -1.657 -0.02 -0.03 -0.32
H -2.392 -1.213 -3.125 -0.02 0.04 0.08
H -0.093 -0.302 -3.442 -0.05 0.05 0.03
H 1.809 -1.332 -2.224 0.00 0.02 0.03
H 1.417 -3.283 -0.746 -0.03 0.01 0.06
H -0.886 -4.126 -0.345 0.00 0.02 0.04
H -2.810 -3.019 -1.486 0.00 0.00 0.03
S -3.070 -0.018 -0.539 0.21 -0.06 -0.05
C -3.107 1.238 -1.739 -0.07 0.16 -0.01
N -4.230 1.547 -2.352 0.02 -0.06 0.03
C -4.083 2.722 -3.232 0.00 0.00 0.04
C -2.589 3.078 -3.055 0.00 -0.06 0.09
N -2.114 2.025 -2.125 -0.06 -0.30 -0.37
H -5.093 1.043 -2.214 -0.02 0.04 -0.01
H -4.744 3.517 -2.898 -0.01 0.01 -0.04
H -4.331 2.453 -4.256 0.00 0.01 0.00
H -2.454 4.056 -2.596 0.03 0.02 -0.02
H -2.031 3.038 -3.987 -0.01 0.02 -0.01
H -1.246 2.076 -1.617 -0.04 -0.13 -0.06
```
Forces are in eV/Å.

Properties
- LUMO energy (alpha / beta): -0.4042 / -0.4312 Ha
- Electronic energy: -2023.45215 a.u.
- Multiplicity: 3
- Charge: +3

Atom charges from the Löwdin analysis, given in e for atoms 1 to 5: 1.31 0.02 -0.23 0.18 -0.01

=====

Density functional theory data (the ωB97M-V functional and the def2-TZVPD basis) for C23H24MnN6O7S as an isolated structure.

```
62
Properties=species:S:1:pos:R:3:forces:R:3
Mn -0.107 -0.351 -0.149 -0.65 0.27 0.28
O 1.092 1.605 -3.438 0.00 0.09 -0.06
C 0.983 0.927 -2.439 -0.20 -0.08 0.11
N -0.171 0.629 -1.760 0.20 -0.20 -0.08
C -1.455 0.733 -2.296 0.54 0.08 -0.16
C -1.788 0.992 -3.628 -0.10 0.01 0.04
C -3.125 1.072 -3.959 -0.04 0.00 -0.01
C -4.118 0.885 -2.993 0.04 0.01 -0.05
C -3.791 0.626 -1.677 0.07 0.01 0.01
C -2.441 0.548 -1.328 -0.24 -0.11 0.34
N -1.907 0.273 -0.058 0.00 0.14 0.02
C -2.591 0.641 1.077 -0.02 -0.15 -0.09
O -3.682 1.171 1.129 -0.07 0.05 -0.04
C -1.835 0.320 2.327 0.00 0.05 -0.24
C -2.421 0.378 3.578 0.03 0.03 0.10
C -1.637 0.041 4.667 -0.05 -0.01 0.10
C -0.316 -0.338 4.462 0.01 0.02 -0.02
C 0.177 -0.363 3.170 -0.01 0.09 -0.09
N -0.576 -0.025 2.126 0.28 -0.16 -0.09
C 2.174 0.289 -1.782 -0.31 0.04 0.07
C 3.451 0.434 -2.272 0.14 0.01 -0.03
C 4.478 -0.211 -1.599 0.03 0.01 -0.05
C 4.182 -0.968 -0.477 0.08 -0.04 0.03
C 2.869 -1.061 -0.050 -0.06 0.07 -0.17
N 1.891 -0.435 -0.701 0.16 -0.20 0.26
H -1.014 1.140 -4.364 0.00 -0.01 0.02
H -3.404 1.278 -4.984 -0.02 -0.01 0.01
H -5.162 0.935 -3.277 0.02 0.01 -0.02
H -4.555 0.481 -0.931 0.00 -0.01 -0.01
H -3.457 0.674 3.660 0.01 0.00 0.01
H -2.051 0.060 5.667 0.01 0.00 -0.01
H 0.321 -0.626 5.286 -0.02 0.00 0.00
H 1.190 -0.677 2.954 -0.04 -0.02 -0.03
H 3.602 1.036 -3.156 0.03 -0.01 0.00
H 5.497 -0.136 -1.956 -0.01 0.00 0.02
H 4.951 -1.504 0.061 0.02 0.02 -0.02
H 2.572 -1.665 0.795 -0.01 0.02 -0.01
C 3.002 1.923 2.349 0.09 -0.02 0.07
N 2.057 2.984 2.062 -0.08 -0.02 0.03
C 1.699 3.801 3.214 -0.04 -0.05 0.06
C 1.109 2.718 1.093 0.06 0.11 -0.05
O 0.964 1.571 0.657 0.00 0.21 0.01
N 0.409 3.786 0.632 -0.05 -0.02 0.07
C -0.705 3.590 -0.282 0.08 0.09 -0.03
C 0.903 5.150 0.725 0.00 -0.02 -0.12
H 3.882 2.360 2.822 -0.01 0.02 0.01
H 3.311 1.436 1.428 -0.03 0.00 -0.01
H 2.588 1.167 3.026 0.00 0.03 -0.04
H 1.510 3.160 4.081 0.01 0.00 0.00
H 0.794 4.367 3.014 0.05 -0.06 0.08
H 2.499 4.499 3.469 0.02 -0.01 -0.02
H -1.085 2.581 -0.201 0.00 -0.09 0.04
H -0.392 3.765 -1.316 -0.02 -0.03 -0.01
H -1.502 4.291 -0.032 0.00 0.00 0.00
H 1.922 5.159 1.100 -0.03 0.03 -0.06
H 0.276 5.767 1.373 -0.01 0.00 -0.01
H 0.895 5.592 -0.274 0.00 0.00 0.00
O 1.196 -3.467 -0.879 0.02 -0.12 -0.03
S -0.010 -2.964 -0.292 -0.04 1.08 0.09
O -1.015 -3.898 0.087 -0.11 -0.09 0.04
O -0.610 -1.809 -1.185 0.13 -0.42 -0.03
O 0.325 -1.962 0.853 0.15 -0.65 -0.26
```
Forces are in eV/Å.

Properties
- LUMO energy (alpha / beta): -0.0820 / -0.0363 Ha
- Electronic energy: -3295.32781 a.u.
- Multiplicity: 2
- Charge: 0
- ΔE to the lowest compared entry with this formula, charge and spin: 0.00 kcal per mole

Atom charges from the Löwdin analysis, given in e for atoms 1 to 5: 0.86 0.10 -0.40 0.03 -0.19

=====

Density functional theory data (the ωB97M-V functional and the def2-TZVPD basis) for one molecule with the formula C23H24N4O.

```
52
Properties=species:S:1:pos:R:3:forces:R:3
C -0.458 -2.852 -1.770 -0.01 0.04 -0.06
N -0.117 -2.195 -0.529 0.10 0.00 0.17
C 1.294 -2.285 -0.209 0.08 -0.12 0.11
C 2.142 -1.425 -1.102 0.08 -0.13 -0.06
C 3.410 -1.125 -0.865 0.16 -0.16 -0.12
C 4.157 -1.564 0.360 -0.28 0.24 0.15
C 4.070 -0.509 1.490 0.46 -0.20 -0.04
O 2.800 0.099 1.582 -0.29 0.07 -0.01
C 2.491 1.161 0.784 -0.20 0.33 0.00
C 3.399 1.902 0.034 0.16 -0.18 0.19
C 2.965 2.997 -0.694 -0.02 0.05 0.00
C 1.639 3.377 -0.688 -0.09 0.03 0.01
C 0.718 2.640 0.055 0.51 -0.10 -0.02
C 1.148 1.538 0.779 0.15 -0.02 0.01
C -0.706 3.005 0.047 -0.52 0.58 -0.05
C -1.141 4.328 -0.053 0.13 -0.25 0.02
C -2.513 4.527 -0.075 0.13 -0.11 -0.03
N -3.381 3.536 -0.018 -0.34 -0.07 0.01
C -2.870 2.298 0.084 0.30 0.62 -0.01
N -1.575 2.005 0.131 -0.06 -0.23 0.02
N -3.807 1.318 0.136 -0.60 0.08 -0.03
C -3.667 -0.060 0.247 0.23 -0.41 0.07
C -4.827 -0.835 0.314 -0.01 0.01 -0.01
C -4.737 -2.207 0.438 -0.08 0.08 0.01
C -3.500 -2.828 0.506 0.18 -0.07 0.03
C -2.344 -2.066 0.442 -0.32 -0.14 0.04
C -2.430 -0.689 0.304 0.07 -0.04 0.00
C -0.970 -2.675 0.547 0.03 0.07 0.00
H -0.281 -3.941 -1.730 0.01 0.01 0.02
H -1.513 -2.679 -1.979 -0.02 -0.04 -0.10
H 0.129 -2.440 -2.587 -0.01 -0.01 -0.09
H 1.658 -3.334 -0.264 -0.05 0.06 0.09
H 1.422 -1.943 0.821 -0.01 -0.09 -0.02
H 1.655 -1.029 -1.979 -0.03 0.11 -0.17
H 3.951 -0.493 -1.555 -0.05 0.09 -0.14
H 5.211 -1.725 0.129 0.01 -0.08 0.05
H 3.739 -2.503 0.723 0.07 -0.05 0.04
H 4.856 0.243 1.373 -0.09 -0.04 0.07
H 4.219 -1.000 2.457 0.04 0.12 -0.13
H 4.445 1.642 -0.004 0.06 -0.06 0.01
H 3.682 3.558 -1.277 0.05 0.03 -0.05
H 1.315 4.220 -1.278 -0.05 0.07 -0.05
H 0.441 0.963 1.355 -0.10 -0.11 0.08
H -0.452 5.155 -0.090 0.07 0.07 0.00
H -2.941 5.519 -0.143 0.06 0.09 0.00
H -4.753 1.673 0.095 0.22 -0.01 0.01
H -5.795 -0.356 0.269 -0.10 0.05 -0.01
H -5.640 -2.798 0.486 -0.08 -0.02 0.00
H -3.439 -3.902 0.611 0.03 -0.11 0.00
H -1.528 -0.108 0.231 -0.01 -0.08 0.00
H -0.535 -2.358 1.500 0.04 -0.08 -0.06
H -1.040 -3.778 0.559 0.01 0.08 0.04
```
Forces are in eV/Å.

Properties
- LUMO energy: 0.0164 Ha
- Electronic energy: -1185.10098 a.u.
- Multiplicity: 1
- Charge: 0
- ΔE to the lowest compared entry with this formula, charge and spin: 64.52 kcal per mole

Atom charges from the Löwdin analysis, given in e for atoms 1 to 5: -0.08 -0.22 -0.20 -0.07 -0.13

=====

- Among the records above, which one has the highest charge?
  C23H24IMoN4O2S

=====

- charge of number 3 (C23H24MnN6O7S)?
  0